--- 1 ---
Formula: C4H13NOS
Source: the Open Molecules 2025 dataset
Level of theory: the ωB97M-V functional and the def2-TZVPD basis

Each atom is followed by the atoms it is bonded to, with distances in Å.
Atoms and positions in Å:
1 C 0.78 -2.08 -1.89  C2 1.617, H7 1.097, H8 1.217, H9 1.197
2 C -0.06 -1.10 -0.91  C1 1.617, N3 1.484, C4 1.565, H10 1.164
3 N 0.00 -1.55 0.50  C2 1.484, H11 1.011, H12 1.020
4 C 0.28 0.41 -1.14  C2 1.565, C5 1.703, H13 1.153, H14 1.135
5 C -0.86 1.34 -0.27  C4 1.703, S6 1.778, H15 1.148, H16 1.072
6 S -2.45 1.22 -1.05  C5 1.778, H17 1.374
7 H 1.86 -1.88 -1.90  C1 1.097
8 H 0.33 -1.92 -3.01  C1 1.217
9 H 0.65 -3.25 -1.71  C1 1.197
10 H -1.16 -1.23 -1.28  C2 1.164
11 H -0.48 -2.43 0.62  N3 1.011
12 H 0.96 -1.77 0.78  N3 1.020
13 H 1.26 0.79 -0.66  C4 1.153
14 H 0.12 0.72 -2.22  C4 1.135
15 H -0.74 0.79 0.73  C5 1.148
16 H -0.69 2.37 -0.06  C5 1.072
17 H -3.09 1.17 0.17  S6 1.374
18 O 1.01 2.42 4.37  H19 1.037, H20 0.928
19 H 0.86 3.02 5.19  O18 1.037
20 H 1.41 2.99 3.76  O18 0.928

Properties
LUMO, eV: 0.76
SMILES: C[C@@H](N)CCS.O

Atomic partial charges in e from the Mulliken method, atoms 1 to 4:
1. C -1.216
2. C 0.412
3. N -0.623
4. C -0.803

--- 2 ---
Formula: C4H13NOS
Source: the Open Molecules 2025 dataset
Level of theory: the ωB97M-V functional and the def2-TZVPD basis

Each atom is followed by the atoms it is bonded to, with distances in Å.
Atoms and positions in Å:
1 C -1.68 0.82 -1.90  N2 1.513, H7 1.085, H8 1.055, H9 1.092
2 N -1.29 0.39 -0.50  C1 1.513, C3 1.510, H10 1.027
3 C 0.04 0.88 0.02  N2 1.510, C4 1.530, C5 1.646, H11 1.147
4 C -0.19 2.16 0.82  C3 1.530, H12 1.082, H13 1.143, H14 1.157
5 C 0.86 -0.11 1.05  C3 1.646, S6 1.822, H15 1.128, H16 1.036
6 S 2.66 -0.22 0.77  C5 1.822, H17 1.404
7 H -1.55 1.86 -2.18  C1 1.085
8 H -2.70 0.60 -2.03  C1 1.055
9 H -1.13 0.22 -2.62  C1 1.092
10 H -2.06 0.59 0.15  N2 1.027
11 H 0.60 0.86 -0.98  C3 1.147
12 H 0.73 2.36 1.35  C4 1.082
13 H -0.96 1.95 1.63  C4 1.143
14 H -0.45 3.03 0.09  C4 1.157
15 H 0.26 -1.05 0.94  C5 1.128
16 H 0.96 0.21 2.04  C5 1.036
17 H 2.70 0.15 -0.59  S6 1.404
18 O -2.39 -3.14 -0.67  H19 1.013, H20 0.938
19 H -1.81 -3.86 -0.24  O18 1.013
20 H -3.18 -3.60 -0.90  O18 0.938

Properties
LUMO, eV: 0.82
SMILES: CN[C@@H](C)CS.O

Atomic partial charges in e from the Mulliken method, atoms 1 to 4:
1. C -1.011
2. N -0.344
3. C 0.260
4. C -1.265

Among the structures shown above, 1 is the most stable, with the second-best lying 6.9 kJ/mol higher.